ORCA calculation (the ωB97M-V functional and the def2-TZVPD basis) on a cluster of 12 separate species, C58H124N12 in total in a non-equilibrium geometry.

Structure (XYZ):
```
194
Properties=species:S:1:pos:R:3:forces:R:3:mulliken_charge:R:1
H 0.3227 -1.9853 6.2692 0.2 0.7 0.4 0.36
H 7.1318 3.5981 -1.0973 -0.1 -0.2 0.1 0.44
C -6.9223 2.2680 4.0412 0.1 -0.2 -0.8 -1.36
H -6.9199 -3.7491 3.6946 0.0 0.0 1.0 0.39
H 0.1977 0.8937 5.1426 0.4 -0.1 0.2 0.04
H -4.3520 -6.8118 3.3222 -0.2 -0.2 0.1 0.49
C -5.6315 -7.2135 1.5984 -0.2 0.0 0.4 -0.97
C 7.4544 -3.4621 -2.2506 0.0 -0.6 -1.1 0.32
H 6.7531 -1.4310 1.8652 -0.7 -0.1 -0.2 0.52
H -1.9883 2.1304 -8.9335 -0.7 -0.2 0.2 0.33
N -1.0601 4.7458 1.3422 -2.9 -1.8 -1.3 -0.63
H 0.9426 6.0771 -1.3529 -0.7 0.2 0.0 0.59
H -3.0758 2.4176 1.0849 -0.3 -0.2 -0.2 -1.31
H 6.0758 1.8755 0.2417 -0.1 -0.2 0.2 0.38
H -1.8103 1.7005 3.4298 0.1 -0.3 0.0 -0.57
N 3.7425 -3.1910 2.0384 0.1 -0.1 2.1 0.12
H 4.3432 -2.1390 4.6197 -0.3 0.2 -0.1 0.27
C -3.8164 1.6849 4.3099 -0.6 0.0 0.9 -0.68
N -1.9989 -5.5210 -7.7439 -0.1 0.8 0.9 -0.44
H -0.5487 3.4625 -6.5980 -0.4 0.7 0.2 0.36
H 3.1811 -1.9113 0.5208 0.3 0.4 -0.3 -0.24
H 0.5879 3.6454 -0.2960 0.0 0.1 0.2 -1.99
H 5.7758 0.0171 -1.3039 -0.1 -0.5 -0.3 0.15
H 5.5415 -3.1896 3.1558 -0.2 0.1 -0.1 0.44
H -3.7005 0.6767 4.8192 0.2 1.0 -0.1 0.30
H -1.1481 -0.6592 0.7401 0.2 -0.3 -0.4 -0.48
H -5.8092 -0.4638 1.2399 -0.3 -0.2 0.1 0.61
H -5.6907 -8.2754 1.9069 -0.1 0.5 -0.1 0.40
H -0.9550 -2.2981 -3.9781 -0.5 -0.4 0.6 -0.04
H 2.0189 0.9236 -2.9191 -0.5 -0.5 -0.3 0.20
H 4.9248 -3.2782 -0.4826 0.0 -0.1 -0.3 -0.03
H -6.0441 -6.3255 3.5362 0.3 -0.3 -0.1 0.43
H -4.3292 2.3833 5.0121 0.1 -0.7 -0.4 0.38
H 2.5434 -0.7463 -3.1447 -0.2 -0.1 -0.2 -0.33
H -3.0882 0.6670 2.1641 -0.2 -0.2 -0.2 -1.55
C 6.0284 -3.0968 -4.3042 -0.6 0.2 -0.6 -0.57
H 8.0280 -2.4663 -3.9196 0.1 0.0 -0.2 0.26
C 1.0262 -0.0345 -6.4657 0.7 -1.9 -2.1 -1.17
H -2.5834 3.2417 3.3595 -0.4 -0.2 0.2 0.14
C 1.0166 1.5475 1.9540 0.3 -0.4 -0.1 1.59
C -1.8038 -2.9077 -3.5731 1.3 -0.3 -1.0 -0.60
H 2.5884 0.4213 1.1383 0.2 -0.3 -0.1 0.07
H -4.7043 4.2582 1.4870 0.0 0.1 0.2 0.29
H -6.4542 0.5107 2.8231 -0.5 0.2 0.4 0.25
H -1.9198 2.6978 4.8605 -0.5 -0.4 0.0 0.52
N -4.8347 -4.9845 2.5962 0.3 0.8 -0.9 0.12
C 3.1914 -2.9769 0.7457 0.0 0.1 -1.2 -0.04
H 1.4270 1.3188 2.9416 -0.1 0.2 0.1 -0.52
N 7.5634 -3.6263 -1.1220 -0.1 0.2 0.4 -0.46
H 5.3000 -1.1549 0.8167 0.3 -0.4 0.2 -0.22
H -0.0610 1.5802 2.0326 -0.3 0.0 0.1 -0.74
H -4.0755 -0.5674 2.9355 0.1 0.2 0.0 0.71
H 2.1547 3.2965 -0.9466 -0.1 0.1 -0.2 -1.18
H 3.4014 -3.7063 -1.3251 0.1 0.2 0.2 0.46
H -3.3529 -2.7448 2.4857 -0.2 0.0 -0.2 -0.37
H -6.5041 2.9888 4.7656 -0.1 -0.6 -0.2 0.31
C 1.5047 0.4384 1.0280 0.1 1.1 -0.8 -0.65
H 0.8979 1.8657 -7.3149 0.4 0.1 0.0 0.52
N 1.2311 0.7265 -0.4012 -0.9 0.0 0.7 1.55
C 2.9146 -2.5044 3.0409 0.2 1.1 -0.2 0.51
N -0.9302 1.4720 -6.5174 0.6 -1.0 1.0 0.39
C -1.6016 1.1174 -5.2724 0.2 -0.8 0.5 0.62
C -1.1943 -0.6258 7.0769 0.6 -0.4 -1.7 -1.26
C -4.8887 0.0652 1.0452 0.5 0.2 0.7 -2.00
H 4.1166 -4.7915 -0.1097 -0.2 0.4 0.0 0.36
H 4.5368 3.3857 4.9933 -0.5 -0.4 -0.3 0.42
C 3.9391 -3.7312 -0.3695 -0.1 -0.2 0.5 -1.40
H -1.5532 3.8303 -8.8624 0.2 0.3 -0.1 0.42
H 3.1510 5.6062 -2.3828 0.2 0.2 0.2 0.32
H 4.3341 -1.6850 -4.0528 -0.2 -0.2 -0.4 0.18
H 1.5846 5.6806 0.2336 -0.1 0.0 -0.2 0.26
C 0.2180 -0.8926 6.4476 -1.1 0.2 -0.5 -0.82
C -5.8832 -4.2229 1.9408 -0.4 0.5 0.4 0.02
C -4.4106 4.0822 0.4596 0.3 -0.4 -0.6 -0.48
H -1.7036 1.9698 -4.6056 0.2 0.3 0.3 0.14
H 1.0976 -0.5288 1.3142 -0.1 -0.3 0.2 -0.02
H -5.5039 -3.2044 1.8614 0.0 0.1 -0.3 0.00
C 3.9026 3.5504 3.0067 -0.5 -0.3 1.2 0.14
C 5.6509 3.8765 -2.4972 0.3 -0.5 2.4 0.17
C 0.4290 -0.1769 5.0773 -1.0 -0.5 -0.1 0.74
H 3.1376 2.2939 4.5598 0.5 0.5 -0.2 -0.10
C 0.6158 3.8053 -2.3372 0.1 -0.1 -0.6 -0.08
C 5.6453 -1.5067 1.8055 0.0 1.0 0.4 -0.43
H -2.1304 -0.1765 -0.6305 -0.3 0.0 -0.1 0.49
H -2.8054 -0.2643 -6.2939 -0.2 0.1 -0.3 0.29
C -6.0094 1.0640 3.6539 -1.7 0.5 0.3 -0.28
H 1.4566 -0.3436 4.7283 -0.3 0.2 0.0 -0.22
C -3.5648 -4.8028 1.8267 -1.4 0.1 1.1 -0.82
H 5.6806 -3.5672 1.4657 0.1 -0.3 0.1 0.53
C 6.0367 3.5074 -1.1002 0.7 -0.7 -1.4 -0.73
H -4.9306 -7.1736 0.7589 0.0 0.2 0.1 0.27
H 5.3878 1.1708 -2.6703 -0.2 -0.4 0.1 0.43
C -4.1263 0.3816 2.3642 -0.4 -0.5 -0.8 0.99
H 6.1444 -2.9338 -5.3958 -0.1 -0.1 0.6 0.35
H -6.1394 -4.5957 0.9477 0.3 -0.1 -0.4 0.35
N -4.7190 1.4383 3.1693 1.3 0.5 0.4 0.78
H 3.6218 -3.6712 4.7348 -0.8 0.2 0.3 0.40
C 5.5883 2.0686 -0.7072 1.3 0.6 -1.0 0.80
H 2.8566 -1.3921 2.8411 0.1 -0.6 -0.1 -0.40
H 1.0044 -0.5043 7.0834 0.2 -0.3 0.3 0.44
H -0.3680 2.4585 -8.8026 0.6 0.5 -0.5 0.30
C -3.0542 3.2774 0.4194 -1.1 1.5 0.0 2.03
C -5.2095 -6.3518 2.8219 0.1 -0.7 0.0 -0.83
H 1.0030 1.8113 -5.5606 -0.3 0.9 0.6 0.13
H 1.4818 -1.2956 -0.9442 0.3 -0.1 0.1 -0.02
H -2.8320 -4.7021 -4.2446 -0.2 0.0 -0.2 0.38
H -6.6224 -6.8803 1.2455 0.4 -0.3 0.0 0.24
H 3.7557 5.4221 -0.6919 0.2 0.2 -0.4 -0.10
C -2.1643 -3.5668 -5.9799 0.1 -0.4 -0.7 0.23
N -1.2037 -0.9795 3.1671 -0.2 -0.1 -0.1 0.21
C -1.3157 2.7824 -6.9702 -0.2 0.4 -0.5 -0.55
C -2.9547 0.5643 -5.6011 -0.5 -1.0 0.4 -1.51
C 1.3015 4.4453 4.1663 1.6 0.5 -0.5 -0.19
H -2.9708 3.0085 -0.6382 0.8 -0.2 0.3 0.60
H -0.6557 1.6631 0.0031 0.5 -0.1 -0.2 -0.75
C -1.9883 -4.0897 -4.5567 0.2 0.9 0.9 -0.76
C 7.4106 -3.3506 -3.7372 0.8 0.7 0.8 -0.56
H -4.2824 -0.5781 0.4277 0.3 -0.3 -0.2 0.42
H -1.3141 -1.1478 8.0017 0.2 -0.1 0.8 0.44
C -0.2476 0.8431 -0.6095 0.1 -0.4 -0.2 -0.10
H -7.1269 2.7972 3.1253 0.2 0.6 -0.4 0.28
C 5.1797 -2.9041 2.1659 0.0 -0.5 -0.9 -1.16
H -2.4167 -3.8618 3.3989 0.2 -0.2 0.1 0.25
H 7.0081 1.0848 -2.0444 0.0 -0.2 0.2 0.43
N 0.0691 3.7642 -3.3556 0.3 -0.1 0.8 -0.62
H 3.0920 5.3406 5.0005 0.1 0.1 0.2 0.34
H -1.0992 -4.7189 -4.4461 -0.1 0.1 -0.4 0.35
C -1.3226 2.8473 -8.4770 0.3 -0.7 -0.2 -1.40
H 0.9156 3.4482 4.1464 -0.6 -0.6 -0.5 -0.28
H 4.5378 2.1213 -0.5722 -1.1 -0.2 0.3 -0.75
H 0.7924 -0.4431 -3.0542 -0.2 0.2 -0.3 -0.14
H -3.1281 -5.7834 1.8401 1.0 -0.2 0.0 0.60
C -2.7570 -3.6510 2.3916 -0.3 -0.4 0.4 -0.36
H -6.0213 0.4006 4.5240 0.6 -0.4 0.1 0.33
H 2.3693 4.0434 5.9840 0.0 0.2 0.4 0.35
H -7.9362 1.9702 4.3296 0.4 -0.3 0.5 0.42
H -1.9262 -3.4214 1.7560 0.6 0.2 -0.3 0.33
H -7.5985 -5.1321 2.8427 -0.6 -0.6 0.2 0.37
C -0.5027 -0.6544 4.0127 0.9 0.2 0.8 -0.47
H -2.6310 -2.2290 -3.4922 -0.7 0.1 0.0 0.32
C 1.6635 5.4672 -0.8400 -0.3 -0.2 0.6 -0.76
H -3.7988 -4.5735 0.8024 -0.2 0.0 -0.8 0.26
C -7.1719 -4.1610 2.7422 0.6 0.6 -0.3 -1.59
C 1.8799 -0.3047 -1.2163 -0.1 -0.2 0.9 0.34
H 0.8007 -0.7476 -5.6542 -0.4 0.6 -0.2 0.08
C 1.3021 3.9762 -1.0447 -0.1 0.3 -0.3 4.06
H -5.3554 5.9205 -0.3260 -0.3 -0.1 0.4 0.40
H 0.6494 -0.4437 -7.4550 0.3 -0.1 1.2 0.34
H -0.4148 1.1396 -1.6468 0.1 0.1 -0.1 0.49
H -5.1259 3.3850 0.0174 -0.2 0.1 0.2 0.31
H -1.0591 0.3121 -4.7067 -0.1 0.8 -0.6 -0.49
H 5.2239 -0.7830 2.5189 0.2 0.0 -0.1 0.20
N 4.0640 3.8206 1.9095 0.3 0.1 -0.9 -0.34
C 3.0131 5.9066 -1.3373 0.3 -0.4 0.1 -0.92
H 1.3721 2.5278 1.6304 0.1 -0.1 0.0 -0.21
H -2.3218 3.0440 -6.6282 0.3 0.1 0.4 0.47
H -3.6066 1.3097 -6.0219 -0.3 0.2 -0.4 0.40
H 5.6801 4.2546 -0.4174 -0.4 0.3 0.3 0.38
C 5.9562 0.9779 -1.7581 0.1 1.7 0.6 -1.17
C 0.5293 1.3683 -6.4238 -0.3 -0.1 -0.1 -0.37
H -3.4699 0.1318 -4.7305 0.1 0.3 0.0 0.36
H -0.7654 -1.2214 -0.9791 -0.1 -0.3 0.4 -0.03
H 2.7001 -2.1150 5.1378 -0.7 -0.1 0.7 0.34
H 2.1353 -0.0867 -6.5650 -0.6 0.3 0.2 0.37
H 2.9539 -0.2844 -0.9606 -0.4 0.0 0.1 -0.05
C 2.6014 4.3709 4.9785 0.0 -0.3 -0.7 -0.81
C -1.9714 4.1279 0.9133 3.2 1.5 0.9 -0.22
H -1.3955 -2.8231 -6.2763 -0.3 -0.4 0.4 -0.06
H -7.8858 -3.4690 2.3094 -0.2 -0.1 -0.4 0.43
C -4.4145 5.3838 -0.3591 0.8 0.6 0.7 -1.43
H -1.4409 0.4380 7.1710 0.2 -0.2 0.1 0.29
C 1.7650 -0.1316 -2.6936 0.6 0.8 -0.1 -0.38
H -3.6249 6.0958 -0.0420 -0.4 -0.4 0.2 0.33
H 1.4964 4.8538 3.1426 -0.3 -0.6 0.8 0.08
H -5.1530 0.9268 0.4472 0.1 0.5 0.0 0.11
H -4.2240 5.2849 -1.4059 0.2 -0.7 -0.8 0.37
H 0.6134 5.0904 4.6629 -0.6 0.5 0.3 0.52
H 5.1888 -2.0718 -2.5934 -0.1 -0.1 0.2 -0.12
H 1.8816 -2.8380 2.9481 0.0 -0.3 -0.1 0.50
H 2.1260 -3.1923 0.7604 -0.2 -0.6 0.1 0.69
H 3.1016 6.9967 -1.2444 0.1 -0.3 -0.1 0.42
C 3.5849 3.3040 4.4295 0.2 0.3 0.1 -0.03
C 5.3183 -1.8876 -3.6563 0.6 0.0 0.3 -0.45
H -3.1424 -3.0839 -6.1158 0.2 -0.1 0.1 0.26
H -1.9254 -1.1101 6.4123 0.0 0.4 0.0 0.30
C -1.1177 -0.4170 -0.3302 0.7 0.8 -0.1 -0.29
H 7.9547 -4.1910 -4.1931 -0.4 0.1 0.3 0.36
C -2.0814 -4.6755 -6.9573 0.0 -0.4 -0.8 0.01
N 5.3302 4.1717 -3.5466 -0.4 0.3 -1.5 -0.53
C -2.4898 2.3409 3.9832 0.7 0.5 -0.4 -0.40
H 5.4313 -4.0129 -4.1897 0.0 0.3 0.0 0.30
H 5.8699 -0.9333 -3.7046 0.1 -0.5 -0.3 0.32
H -1.5332 -3.3044 -2.6005 0.0 0.2 0.2 0.38
C 3.3657 -2.6298 4.4872 2.1 -0.6 -1.0 -1.58
```
Positions in Å, forces in eV/Å.

Energy relative to the best compared isomer or geometry (same formula, charge and spin) (kcal/mol): 0.00
Total energy (eV): -80035.1810
Charge: 0
SMILES: CCN(CC)CC.CCN(CC)CC.CCN(CC)CC.CCN(CC)CC.CCN(CC)CC.CCCC#N.CCCC#N.CCCC#N.CCCC#N.CCCC#N.CCCC#N.CCCC#N
Orbital gap (eV): 8.22